{
  "formula": "C15H30BF4NOP2Re",
  "method": "the ωB97M-V functional and the def2-TZVPD basis",
  "species": ["Re", "P", "P", "N", "H", "C", "H", "H", "H", "C", "H", "H", "H", "C", "H", "H", "H", "C", "H", "H", "H", "C", "H", "H", "H", "C", "H", "H", "H", "C", "C", "C", "C", "C", "C", "H", "H", "H", "H", "H", "C", "O", "C", "H", "H", "H", "C", "H", "H", "H", "F", "B", "F", "F", "F"],
  "positions_angstrom": [[0.1214, 0.1720, -0.0379], [2.1520, -0.3374, -0.9608], [-2.0397, 0.5825, 0.9862], [-0.6646, 0.1757, -1.6156], [0.1791, -1.4154, 0.3075], [2.8555, -2.0326, -1.1078], [3.8342, -1.9590, -1.6033], [2.1839, -2.6483, -1.7188], [2.9792, -2.4962, -0.1226], [3.6726, 0.5204, -0.3487], [4.5215, 0.2314, -0.9830], [3.8808, 0.2605, 0.6969], [3.5172, 1.6021, -0.4350], [2.3209, 0.1914, -2.7204], [3.3626, 0.0140, -3.0260], [2.0902, 1.2619, -2.8098], [1.6410, -0.3935, -3.3543], [-3.1531, -0.7836, 1.4918], [-4.0575, -0.3666, 1.9412], [-2.6587, -1.4128, 2.2341], [-3.3771, -1.4047, 0.6211], [-2.1847, 1.8879, 2.2591], [-3.2305, 1.9214, 2.5915], [-1.8837, 2.8564, 1.8372], [-1.5515, 1.6532, 3.1116], [-3.2803, 1.3732, -0.1373], [-4.1944, 1.5506, 0.4420], [-3.5111, 0.7113, -0.9764], [-2.9107, 2.3305, -0.5197], [-1.1837, 0.2666, -2.8520], [-2.1002, -0.7193, -4.8664], [-1.5820, -0.8895, -3.5976], [-1.3098, 1.5624, -3.4261], [-1.8329, 1.7011, -4.6974], [-2.2304, 0.5643, -5.4141], [-2.4202, -1.6005, -5.4396], [-1.4730, -1.8664, -3.1232], [-0.9884, 2.4029, -2.8109], [-1.9330, 2.7072, -5.1105], [-2.6468, 0.6848, -6.4249], [2.1360, -0.1031, 2.5367], [1.5008, 0.5695, 1.6673], [2.4265, -1.5647, 2.4161], [2.4957, -1.9641, 3.4425], [3.4070, -1.7871, 1.9474], [1.5880, -2.0657, 1.8895], [2.4687, 0.4885, 3.8754], [2.0083, -0.1699, 4.6263], [2.0790, 1.5140, 3.9976], [3.5560, 0.4747, 4.0816], [-0.7006, -1.0149, 2.8465], [-0.9276, -0.8533, 4.2810], [-0.5263, 0.4418, 4.6770], [-2.3057, -1.0429, 4.4853], [-0.1203, -1.7826, 4.9498]],
  "orbital_gap_ev": [6.690, 6.799],
  "lumo_energy_ev": [0.06, -1.57],
  "multiplicity": 4,
  "e_tot_ha": -1905.01921
}


{
  "formula": "C24H49BN2O5Si2",
  "method": "the ωB97M-V functional and the def2-TZVPD basis",
  "species": ["C", "C", "O", "C", "C", "O", "Si", "O", "Si", "N", "C", "O", "C", "C", "C", "N", "C", "C", "B", "O", "C", "C", "H", "H", "H", "H", "H", "H", "H", "H", "H", "H", "H", "H", "H", "H", "H", "H", "H", "H", "H", "H", "H", "C", "C", "C", "C", "C", "C", "H", "H", "H", "H", "H", "H", "H", "H", "H", "H", "H", "H", "H", "H", "C", "C", "C", "C", "C", "C", "H", "H", "H", "H", "H", "H", "H", "H", "H", "H", "H", "H", "H", "H"],
  "positions_angstrom": [[8.3168, 3.4343, -0.2218], [8.1132, 3.8071, -1.6918], [6.7944, 3.6032, -2.1859], [5.8139, 4.3163, -1.4265], [4.7843, 4.8333, -2.4423], [3.4435, 4.9837, -1.9538], [3.2502, 5.8538, -0.5340], [2.4158, 4.8366, 0.5372], [2.1728, 3.2635, 0.0363], [1.8120, 2.2418, 1.4611], [2.8926, 1.9870, 1.9857], [3.9291, 1.5899, 2.3987], [0.7909, 3.0451, -1.2027], [0.2556, 1.7700, -1.3505], [-0.7267, 1.5987, -2.2883], [-1.2165, 2.5287, -3.0832], [-0.7040, 3.7253, -2.8963], [0.2825, 4.0515, -2.0026], [2.0982, 7.4830, -0.7302], [1.7617, 8.0280, -1.9579], [1.5693, 8.1115, 0.6357], [0.3356, 7.3470, 1.1863], [9.3372, 3.7435, 0.0420], [8.2745, 2.3552, -0.0557], [7.6546, 3.9501, 0.4767], [8.3887, 4.8525, -1.8954], [8.7573, 3.1456, -2.2779], [6.3337, 5.1531, -0.9466], [5.4060, 3.6112, -0.6950], [4.7353, 4.0763, -3.2328], [5.1702, 5.7362, -2.9320], [4.5287, 6.3320, 0.0339], [3.3916, 2.6780, -0.5451], [0.6425, 0.9754, -0.7229], [-1.1199, 0.5900, -2.4156], [-1.0781, 4.5238, -3.5359], [0.6611, 5.0634, -1.9189], [2.0684, 8.9390, -2.0297], [2.3794, 7.9774, 1.3718], [1.3716, 9.1890, 0.5574], [-0.2187, 7.9213, 1.9320], [-0.3377, 6.9933, 0.3995], [0.6909, 6.4591, 1.7185], [-2.2876, -5.0452, -1.1268], [-1.2017, -4.9040, -0.0649], [-1.1724, -3.5235, 0.5894], [-0.8633, -2.3644, -0.3599], [0.4610, -2.4805, -1.1134], [1.6786, -2.4922, -0.1939], [-2.1353, -4.3532, -1.9566], [-2.2854, -6.0566, -1.5376], [-3.2745, -4.8565, -0.6988], [-0.2275, -5.1417, -0.5009], [-1.3772, -5.6512, 0.7149], [-0.4410, -3.5341, 1.4027], [-2.1418, -3.3335, 1.0619], [-0.8633, -1.4346, 0.2194], [-1.6751, -2.2626, -1.0864], [0.5471, -1.6283, -1.7948], [0.4672, -3.3748, -1.7423], [1.7190, -1.5828, 0.4107], [2.5973, -2.5441, -0.7807], [1.6696, -3.3514, 0.4783], [-4.0925, -7.4797, 1.6623], [-4.6686, -6.0728, 1.7856], [-5.5607, -5.8891, 3.0124], [-6.8150, -6.7650, 3.0370], [-7.7438, -6.5984, 1.8354], [-8.3214, -5.1920, 1.7086], [-4.8771, -8.2286, 1.5437], [-3.4394, -7.5480, 0.7900], [-3.5028, -7.7372, 2.5448], [-5.2152, -5.8184, 0.8731], [-3.8389, -5.3625, 1.8528], [-5.8491, -4.8364, 3.0840], [-4.9745, -6.1000, 3.9126], [-7.3734, -6.5423, 3.9520], [-6.5233, -7.8164, 3.1145], [-8.5704, -7.3070, 1.9374], [-7.2246, -6.8666, 0.9111], [-8.8857, -4.9213, 2.6035], [-8.9999, -5.1353, 0.8557], [-7.5400, -4.4460, 1.5564]],
  "orbital_gap_ev": 9.495,
  "lumo_energy_ev": 0.15,
  "e_tot_ha": -2033.59001
}


{
  "formula": "C5H22O6",
  "method": "the ωB97M-V functional and the def2-TZVPD basis",
  "species": ["C", "O", "H", "H", "H", "H", "C", "O", "H", "H", "H", "H", "C", "O", "H", "H", "H", "H", "O", "H", "H", "O", "H", "H", "C", "C", "O", "H", "H", "H", "H", "H", "H"],
  "positions_angstrom": [[2.3265, 0.9383, -2.4017], [0.8900, 1.0334, -2.3846], [2.6823, 0.1351, -3.0470], [2.8297, 1.8825, -2.6103], [2.7113, 0.7355, -1.4023], [0.5256, 0.6099, -1.6039], [-0.9270, -1.7297, -2.3407], [-1.3568, -1.6075, -1.0133], [-1.0757, -0.7739, -2.8430], [0.0991, -2.0922, -2.4019], [-1.5832, -2.4515, -2.8271], [-0.8874, -0.8762, -0.6053], [2.3685, -1.6413, 0.8943], [2.8608, -2.9497, 0.6391], [1.9280, -1.5233, 1.8843], [2.9554, -0.7505, 0.6705], [1.5457, -1.6040, 0.1803], [3.3920, -3.1780, 1.4055], [0.0375, 0.4625, 0.1197], [-0.4512, 0.2813, 0.9226], [0.1963, 1.4061, 0.1432], [0.6845, 3.0728, 0.4675], [1.3066, 3.5348, -0.0945], [0.3364, 3.7500, 1.0476], [-3.0911, 0.8073, 1.1226], [-2.6219, 0.0540, 2.3734], [-1.2300, 0.1895, 2.4504], [-2.6478, 1.8021, 1.0782], [-4.1678, 0.9757, 1.1431], [-2.8686, 0.2722, 0.1994], [-2.8118, -1.0125, 2.2525], [-3.0748, 0.3973, 3.3035], [-0.8810, -0.1498, 3.2779]],
  "orbital_gap_ev": [10.744, 3.634],
  "total_charge": 1,
  "lumo_energy_ev": [-2.49, -9.58],
  "multiplicity": 2,
  "e_tot_ha": -654.71121
}


{
  "formula": "C4H8N2O",
  "method": "the ωB97M-V functional and the def2-TZVPD basis",
  "species": ["C", "N", "N", "C", "C", "C", "O", "H", "H", "H", "H", "H", "H", "H", "H"],
  "positions_angstrom": [[-1.3017, -2.3741, 0.6022], [-0.1793, -1.7659, 0.4050], [-0.5187, -0.4285, -0.1707], [0.3401, -0.1930, -1.3244], [0.7363, 0.3120, -0.0022], [0.5690, 1.7927, 0.0480], [0.4746, 2.2148, 1.4039], [-2.2122, -1.8645, 0.2646], [-1.3638, -3.3226, 1.0944], [0.8463, -0.9808, -1.8823], [0.0030, 0.6085, -1.9530], [1.5732, -0.0670, 0.5923], [1.4596, 2.3377, -0.2721], [-0.3160, 2.1649, -0.5485], [-0.1103, 1.5659, 1.7428]],
  "orbital_gap_ev": 10.557,
  "lumo_energy_ev": 1.11,
  "e_tot_ha": -341.84629
}


{
  "formula": "C25H24IN2O6Ru",
  "method": "the ωB97M-V functional and the def2-TZVPD basis",
  "species": ["Ru", "O", "C", "O", "C", "C", "C", "N", "C", "C", "C", "O", "O", "H", "H", "H", "C", "C", "C", "C", "C", "C", "C", "C", "C", "C", "C", "C", "O", "H", "H", "H", "H", "H", "H", "H", "H", "H", "H", "H", "H", "H", "H", "H", "H", "H", "I", "C", "C", "C", "C", "N", "C", "H", "H", "H", "H", "O", "C"],
  "positions_angstrom": [[0.9699, 1.2381, 0.1756], [0.9051, -2.2213, -5.9428], [0.0049, -1.7227, -5.2574], [-1.2332, -1.7017, -5.3689], [0.4708, -1.0199, -3.9943], [0.8540, -1.7712, -2.8801], [1.1576, -1.1423, -1.6979], [1.1019, 0.1918, -1.5683], [0.7987, 0.9324, -2.6533], [0.4804, 0.3711, -3.8642], [0.8070, 2.4153, -2.3985], [0.8084, 3.2388, -3.2686], [0.7684, 2.7140, -1.0943], [0.9138, -2.8488, -2.9545], [1.4411, -1.6980, -0.8159], [0.2331, 1.0225, -4.6915], [-2.2186, 0.4100, -1.4308], [-2.9178, -0.3774, -0.3212], [-3.4015, 0.5425, 0.8050], [-2.0712, -1.5089, 0.2107], [-2.5236, -2.8010, 0.0967], [-1.7794, -3.8843, 0.5678], [-0.5273, -3.6961, 1.1584], [-0.0034, -2.4373, 1.3028], [1.3282, -2.1915, 1.9638], [2.3123, -3.3459, 1.7884], [1.1212, -1.8646, 3.4488], [-0.7861, -1.3010, 0.8466], [-0.3504, -0.1190, 1.0423], [-2.9165, 1.1168, -1.8810], [-1.8471, -0.2456, -2.2207], [-1.3797, 0.9876, -1.0411], [-3.7952, -0.8509, -0.7666], [-2.5592, 1.0363, 1.2883], [-3.9435, -0.0173, 1.5685], [-4.0694, 1.3046, 0.4016], [-3.4828, -2.9815, -0.3714], [-2.1763, -4.8859, 0.4676], [0.0304, -4.5571, 1.5004], [1.7578, -1.3048, 1.4994], [2.0350, -4.2067, 2.3995], [3.3066, -3.0298, 2.1036], [2.3749, -3.6740, 0.7492], [0.6013, -2.6841, 3.9489], [0.5287, -0.9577, 3.5738], [2.0838, -1.7184, 3.9401], [3.5067, 6.2866, 1.5506], [1.8124, 5.0950, 1.5841], [0.5422, 5.6490, 1.6313], [-0.5466, 4.7969, 1.6858], [-0.3294, 3.4344, 1.6597], [0.8933, 2.8930, 1.5751], [1.9474, 3.7196, 1.5522], [0.4077, 6.7219, 1.6270], [-1.5549, 5.1818, 1.7360], [-1.1554, 2.7364, 1.7125], [2.9267, 3.2626, 1.5239], [3.6953, 0.6321, 1.1032], [2.6415, 0.8352, 0.6943]],
  "orbital_gap_ev": [6.685, 4.278],
  "lumo_energy_ev": [-1.08, -3.48],
  "multiplicity": 2,
  "e_tot_ha": -1920.59006
}


What is the formula in the second record?
C24H49BN2O5Si2